(1)
# C5H12N

The ion C5H12N with charge +1 (wB97M-V/def2-TZVPD, the Open Molecules 2025 dataset).

Its net charge is +1. As for the orbital gap: 12.55 eV. As for the SMILES: C[C@@H]1CCC[NH2+]1. Its spin multiplicity is 1.

CARTESIAN COORDINATES (ANGSTROEM)
C  1.5111  0.7080  -0.7598
C  1.0115  -0.2261  0.3254
C  0.0731  -1.2774  -0.2387
C  -1.2328  -0.6131  -0.5497
C  -1.3978  0.4792  0.5267
N  -0.0017  0.5858  1.1654
H  1.0242  0.6293  -1.7758
H  2.5052  0.4637  -1.1321
H  1.4311  1.7838  -0.6038
H  1.7714  -0.7101  0.9178
H  0.5285  -1.7975  -1.0689
H  -0.2089  -1.9487  0.6336
H  -2.1009  -1.2569  -0.5842
H  -1.2729  -0.2327  -1.5880
H  -2.2082  0.2740  1.2339
H  -1.5926  1.4814  0.1469
H  0.3166  1.5428  1.2974
H  -0.1569  0.1146  2.0540

***

(2)
# C23H57Cl4INbO9P2

A structure of composition C23H57Cl4INbO9P2 (wB97M-V/def2-TZVPD, the Open Molecules 2025 dataset).

Its net charge is -1. As for the orbital gap: 6.16 eV. Its spin multiplicity is 1.

CARTESIAN COORDINATES (ANGSTROEM)
C  4.2447  0.6871  2.3358
C  2.8074  -0.0842  1.9569
Cl  2.8521  -1.6764  2.9443
C  1.6224  0.9467  2.3757
Nb  -0.4423  0.5510  1.5007
Cl  -0.6239  -1.3374  3.1956
I  0.0627  2.6581  -0.3184
C  0.3874  -0.8906  -0.1265
O  0.7933  -2.1997  0.4627
O  0.0143  -3.1584  0.0490
P  -1.3928  2.0753  3.3191
P  -1.4680  4.1764  2.7474
O  -0.0052  4.8569  2.7887
O  -2.3749  4.5625  1.3262
O  -2.3375  4.9832  4.0788
C  -2.4890  0.0555  0.6116
Cl  -3.8257  1.2763  0.9255
C  -3.0726  -1.4334  1.0213
C  -3.9724  -1.2792  2.3929
Cl  -4.2924  -1.8812  -0.3553
H  5.1303  0.2184  1.6928
H  4.4537  0.6740  3.4917
H  4.1192  1.7962  1.9345
H  2.9108  -0.3328  0.8198
H  1.9412  2.0576  2.0821
H  1.5982  0.9663  3.5700
H  -0.4445  -1.0396  -0.9642
H  1.3236  -0.4476  -0.6709
H  -0.0180  -3.1711  -0.9518
H  -2.8069  1.7188  3.5222
H  -2.5633  3.7872  0.7306
H  -3.2530  4.5336  4.0149
H  -2.3265  0.0064  -0.5707
H  -2.2468  -2.2620  1.0662
H  -5.0944  -0.9780  2.1445
H  -3.5250  -0.4899  3.1561
H  -4.0596  -2.3281  2.9476
C  -3.7656  -3.6692  -4.2762
C  -3.9736  -2.2817  -3.6933
O  -3.0272  -1.3224  -4.1561
C  -2.9977  -1.0801  -5.5584
C  -4.3126  -0.5586  -6.1130
H  -2.7515  -4.0246  -4.0679
H  -4.4816  -4.3756  -3.8431
H  -3.9018  -3.6798  -5.3609
H  -3.8590  -2.3367  -2.6063
H  -4.9929  -1.9259  -3.8775
H  -2.6745  -1.9797  -6.0915
H  -2.2236  -0.3247  -5.7297
H  -5.1188  -1.2886  -5.9976
H  -4.2160  -0.3357  -7.1789
H  -4.6194  0.3506  -5.5864
C  4.0687  -0.3891  -3.9879
C  3.1451  0.3228  -3.0142
O  3.8363  1.0513  -2.0034
C  4.7005  2.0923  -2.4452
C  3.9881  3.1834  -3.2266
H  4.7476  -1.0599  -3.4519
H  3.4862  -0.9778  -4.7046
H  4.6823  0.3150  -4.5561
H  2.5336  -0.4251  -2.4996
H  2.4467  0.9802  -3.5428
H  5.5328  1.6751  -3.0206
H  5.1394  2.5379  -1.5463
H  3.5559  2.8000  -4.1552
H  4.6862  3.9825  -3.4899
H  3.1689  3.6071  -2.6374
C  -5.2900  -7.9071  3.9669
C  -5.4980  -6.5196  4.5497
O  -4.5516  -5.5603  4.0869
C  -4.5221  -5.3180  2.6847
C  -5.8370  -4.7965  2.1301
H  -4.2759  -8.2625  4.1752
H  -6.0060  -8.6135  4.4000
H  -5.4262  -7.9178  2.8822
H  -5.3834  -6.5746  5.6368
H  -6.5173  -6.1638  4.3656
H  -4.1989  -6.2176  2.1515
H  -3.7480  -4.5626  2.5134
H  -6.6432  -5.5265  2.2455
H  -5.7404  -4.5736  1.0641
H  -6.1438  -3.8873  2.6566
C  4.6285  6.3087  0.8186
C  5.2891  5.0197  1.2770
O  6.1645  4.4525  0.3063
C  7.2694  5.2518  -0.1012
C  8.2091  5.6152  1.0361
H  4.0838  6.1487  -0.1173
H  3.9253  6.6673  1.5777
H  5.3607  7.1011  0.6420
H  4.5103  4.2755  1.4704
H  5.8188  5.1640  2.2247
H  6.9171  6.1475  -0.6225
H  7.8262  4.6643  -0.8387
H  7.7126  6.2324  1.7902
H  9.0667  6.1780  0.6580
H  8.5704  4.7135  1.5405

***

(3)
# C13H23N2O7P

A cluster of 3 separate species, C13H23N2O7P in total (wB97M-V/def2-TZVPD, the Open Molecules 2025 dataset).

Its net charge is 0. As for the orbital gap: 10.08 eV. As for the SMILES: C[C@H](C#N)[C@H](C#N)P(=O)(O)O.CCOC(C)=O.CCOC(C)=O. Its spin multiplicity is 1.

CARTESIAN COORDINATES (ANGSTROEM)
C  0.7682  -2.3283  2.3578
C  0.6211  -2.0656  0.8677
C  0.9630  -3.2299  0.0585
N  1.4972  -4.1177  -0.4611
C  1.3707  -0.8112  0.4238
C  0.9655  -0.3758  -0.8878
N  0.5532  -0.0641  -1.9156
P  3.2077  -0.8630  0.4982
O  3.8091  -0.3077  -0.7175
O  3.6856  -2.3365  0.7937
O  3.5699  -0.0065  1.7865
H  1.7797  -2.1808  2.7121
H  0.1448  -1.6050  2.8684
H  0.3884  -3.3021  2.6163
H  -0.4297  -1.8737  0.6823
H  1.0710  -0.0280  1.1097
H  4.0395  -2.6866  -0.0321
H  4.4155  0.4022  1.5637
C  1.0013  5.2064  2.9555
C  1.4203  3.7609  3.1184
O  0.4206  2.8570  2.6349
C  0.3405  2.4719  1.3530
C  1.1516  3.1909  0.3016
O  -0.4250  1.5895  1.0651
H  0.8787  5.4738  1.9061
H  1.7484  5.8684  3.3928
H  0.0472  5.3793  3.4523
H  2.3837  3.5541  2.6516
H  1.5246  3.5211  4.1745
H  0.5565  4.0130  -0.0934
H  1.3594  2.4942  -0.5078
H  2.1029  3.5759  0.6607
C  -3.3126  -0.4066  -1.8975
C  -2.9482  -1.8719  -1.7842
O  -3.9969  -2.7149  -2.2653
C  -4.1176  -3.0648  -3.5604
C  -3.2872  -2.3461  -4.5997
O  -4.9240  -3.8980  -3.8592
H  -3.4539  -0.1095  -2.9365
H  -2.5282  0.2168  -1.4673
H  -4.2469  -0.2107  -1.3715
H  -2.0042  -2.1019  -2.2797
H  -2.8256  -2.1392  -0.7350
H  -3.8483  -1.4853  -4.9601
H  -3.1229  -3.0281  -5.4292
H  -2.3142  -2.0156  -4.2441

***

Asked for DFT total energy across the records above, the calculation gives -6862.8531, -121516.2303, -40457.5072 eV in order.